Entry 1:
The following is a quantum chemistry calculation of the molecule C4H8O2 at a distorted geometry, from the Open Molecules 2025 dataset.

The geometry in XYZ format:
```
14
Properties=species:S:1:pos:R:3:forces:R:3:lowdin_charge:R:1
C -1.585 1.173 0.435 0.2591 -0.5556 -0.7205 0.0316
C -0.401 0.411 0.792 1.2522 -0.1120 -0.2580 -0.5162
O -0.308 -0.402 1.696 0.1090 0.6322 -0.1836 0.0477
C 0.617 0.405 -0.433 0.3723 0.0648 0.5963 -0.1275
C 1.302 -0.948 -0.418 0.4637 0.2403 0.0492 -0.2763
O 0.349 -1.987 -0.543 -0.0892 -0.0241 0.1694 -0.0637
H -1.467 2.045 -0.203 0.3396 0.1453 0.2595 0.0894
H -1.327 0.338 -0.378 -3.5430 0.7587 0.1733 0.1414
H -2.433 1.248 1.142 0.4444 -0.7076 -0.7580 0.1076
H 0.211 0.587 -1.456 -0.2860 -0.0625 0.9177 0.1308
H 1.265 1.254 -0.229 0.5691 -0.1071 -0.0606 0.1183
H 1.852 -1.029 0.523 0.0981 -0.2038 -0.0914 0.1187
H 2.000 -1.049 -1.252 -0.0369 0.0216 0.0850 0.1198
H -0.076 -2.046 0.326 0.0476 -0.0903 -0.1781 0.0785
```
Positions in Å, forces in eV/Å.

Properties
gap between HOMO and LUMO = 10.693 eV
lowest unoccupied orbital energy = 0.82 eV
HOMO energy = -9.876 eV
SMILES = CC(=O)CCO
E_tot = -307.61697 Ha
relative energy (zero: lowest compared OMol25 entry of this formula, charge and spin) = 59.9 kcal/mol

Entry 2:
The following is a quantum chemistry calculation of C4H8O2 as an isolated structure at a distorted geometry, from the Open Molecules 2025 dataset.

The geometry in XYZ format:
```
14
Properties=species:S:1:pos:R:3:forces:R:3:lowdin_charge:R:1
O -2.469 0.423 -0.715 0.5233 -1.1737 0.9726 0.4031
C -1.821 -0.493 -0.198 -1.5682 0.9592 3.4139 -0.4049
O -1.851 -1.825 -0.440 0.2516 3.7536 -2.0871 0.2392
C -0.628 -0.151 0.727 0.6852 0.8552 1.0854 -0.0184
C 0.503 0.079 -0.265 -0.0490 -0.1623 -0.8422 -0.2325
C 1.777 0.740 0.260 0.0997 1.0399 -0.4096 -0.0539
H -1.441 -1.183 -1.211 0.5636 -4.6025 -2.3474 0.2054
H -0.829 0.695 1.389 -0.0867 0.0179 -0.3144 0.1536
H -0.408 -1.052 1.307 -0.6081 -0.0054 0.0610 0.1598
H 0.131 0.752 -1.054 0.2356 -0.1288 0.0949 0.1322
H 0.713 -0.894 -0.733 0.2027 0.1958 0.0222 0.1327
H 2.433 0.258 0.985 -0.5661 -0.3721 0.0249 0.0933
H 2.359 0.895 -0.653 0.2005 -0.0533 0.1583 0.0947
H 1.530 1.757 0.599 0.1156 -0.3234 0.1674 0.0956
```
Positions in Å, forces in eV/Å.

Properties
net charge = +1
multiplicity = 2
gap between HOMO and LUMO (spin up / spin down) = 11.000 / 6.430 eV
lowest unoccupied orbital energy (spin up / spin down) = -5.94 / -10.49 eV
HOMO energy (spin up / spin down) = -16.942 / -16.915 eV
E_tot = -307.22176 Ha
relative energy (zero: lowest compared OMol25 entry of this formula, charge and spin) = 76.0 kcal/mol

Entry 3:
The following is a quantum chemistry calculation of a 2-piece molecular cluster, C4H8O2 overall at a distorted geometry, from the Open Molecules 2025 dataset.

The geometry in XYZ format:
```
14
Properties=species:S:1:pos:R:3:forces:R:3:lowdin_charge:R:1
C -1.427 1.250 1.035 2.6655 -3.3877 -2.2628 -0.0172
C -0.162 2.056 1.014 -1.5805 -7.2731 4.0651 -0.0100
C 0.070 3.198 0.439 -0.2365 5.0509 -2.4014 0.2600
H -2.126 1.716 1.646 -1.7655 0.8514 1.1128 0.0918
H -1.784 1.076 0.007 -0.5016 1.1076 -0.0266 0.1156
H -1.293 0.096 1.265 0.1447 2.6040 0.6181 0.1435
H 0.600 1.617 1.707 -0.2153 0.5756 -0.9076 0.1654
H 0.907 3.737 0.707 2.0782 0.9503 0.5106 0.0999
H -0.583 3.803 -0.157 -0.6958 -0.3833 -0.6714 0.1330
O -0.242 -2.723 -1.515 1.1697 4.3063 2.0272 0.0697
C 0.294 -1.794 -0.884 -0.5732 -3.5456 -1.4095 -0.3483
O 1.477 -2.054 -0.296 0.3901 0.9387 1.1132 0.0590
H 0.008 -0.719 -0.680 -0.5326 -0.9336 -0.6545 0.1152
H 1.742 -1.366 0.373 -0.3472 -0.8617 -1.1132 0.1224
```
Positions in Å, forces in eV/Å.

Properties
net charge = +1
multiplicity = 2
gap between HOMO and LUMO (spin up / spin down) = 8.146 / 3.441 eV
lowest unoccupied orbital energy (spin up / spin down) = -5.75 / -10.44 eV
HOMO energy (spin up / spin down) = -13.899 / -13.885 eV
E_tot = -307.24466 Ha
relative energy (zero: lowest compared OMol25 entry of this formula, charge and spin) = 61.7 kcal/mol

Entry 4:
The following is a quantum chemistry calculation of the molecule C4H8O2S at a distorted geometry, from the Open Molecules 2025 dataset.

The geometry in XYZ format:
```
15
Properties=species:S:1:pos:R:3:forces:R:3:lowdin_charge:R:1
O 0.630 -1.239 -2.554 -0.6123 0.2940 -0.3562 0.0732
C 0.601 -0.895 -1.408 0.0034 -0.6874 0.8984 -0.2910
C -0.640 -0.487 -0.583 0.0773 -0.1434 -2.0554 -0.6509
S -0.974 -1.628 0.735 0.0368 -0.4552 1.3323 0.8372
C -0.540 0.934 -0.072 0.1506 0.7980 -0.1162 -0.2240
C 0.621 1.261 0.843 1.0719 -1.4798 -0.7963 -0.2918
O 0.405 0.743 2.132 0.5775 -2.3347 0.0280 -0.1087
H 1.529 -0.995 -0.825 0.1619 0.2497 0.3064 0.1169
H -1.498 -0.513 -1.256 0.1020 -0.0420 -0.1599 0.1074
H -1.074 -2.818 0.127 0.1078 0.2018 -0.4629 -0.1132
H -0.470 1.597 -0.944 -0.1566 -0.1463 0.0140 0.1313
H -1.456 1.167 0.459 -0.2953 0.1909 0.0722 0.1173
H 1.567 0.815 0.381 -0.8828 0.7821 0.6539 0.1275
H 0.762 2.316 0.941 0.0246 0.7177 -0.0078 0.1102
H 0.535 -0.259 2.024 -0.3668 2.0546 0.6495 0.0584
```
Positions in Å, forces in eV/Å.

Properties
gap between HOMO and LUMO = 10.268 eV
lowest unoccupied orbital energy = 0.58 eV
HOMO energy = -9.688 eV
SMILES = O=C[C@@H](S)CCO
E_tot = -705.84189 Ha
relative energy (zero: lowest compared OMol25 entry of this formula, charge and spin) = 33.7 kcal/mol